[1]
Formula: C34H31GeIrN6O10
Source: the Open Molecules 2025 dataset
Level of theory: wB97M-V/def2-TZVPD

```
83
Properties=species:S:1:pos:R:3:forces:R:3:lowdin_spin:R:1
Ir 2.454 1.103 -0.882 3.48 0.74 0.84 0.000
N 4.772 0.927 -1.203 -0.69 0.05 -0.27 0.000
N 5.034 -0.306 -1.808 -0.15 -0.08 -0.25 0.000
C 3.921 -1.018 -2.269 -0.85 1.29 0.57 0.001
O 4.030 -2.144 -2.664 -0.03 -0.45 -0.21 0.007
O 2.790 -0.295 -2.258 -0.46 -1.43 -1.15 0.000
H 5.032 1.702 -1.799 0.41 0.04 0.06 0.000
H 5.161 1.038 -0.275 -0.03 0.00 0.07 0.000
H 5.799 -0.859 -1.465 0.23 0.08 -0.05 0.000
N -1.768 5.239 -1.297 -0.12 0.08 -0.02 0.000
C -0.801 4.337 -1.523 0.28 -0.20 -0.01 0.000
C 0.552 4.717 -1.601 -0.30 0.19 -0.18 0.000
C 1.516 3.766 -1.741 0.17 -0.41 -0.22 0.000
N 1.236 2.446 -1.817 -0.94 -0.79 0.78 0.000
C -0.077 2.077 -1.838 0.39 0.31 -0.33 0.000
C -1.094 2.968 -1.699 -0.19 0.31 -0.05 0.000
H -1.547 6.214 -1.206 -0.05 0.02 0.01 0.000
H -2.733 4.963 -1.280 0.00 0.06 0.00 0.000
H 0.845 5.757 -1.537 -0.01 -0.04 0.01 0.000
H 2.554 4.044 -1.796 0.11 -0.03 0.18 0.000
H -0.279 1.031 -1.985 0.08 -0.11 0.12 0.000
H -2.118 2.613 -1.718 0.03 0.00 -0.03 0.000
O -0.050 -0.621 -0.639 0.01 -0.24 -0.27 0.007
C 0.204 -0.098 0.438 0.47 0.50 0.47 0.001
O 1.217 0.711 0.640 -1.41 -0.22 -0.73 0.000
C -0.697 -0.353 1.620 0.23 -0.17 -0.17 0.004
C -1.326 -1.749 1.538 0.25 0.31 -0.24 0.019
Ge -1.674 -2.377 -0.310 -0.61 0.12 0.50 0.060
C -0.329 -3.304 -1.406 0.11 0.53 0.26 0.240
C 0.326 -4.438 -0.908 0.45 -0.75 -0.03 0.103
C 1.456 -4.919 -1.553 -0.12 -0.01 0.45 0.013
C 1.915 -4.298 -2.708 0.08 -0.23 0.10 0.146
C 1.237 -3.194 -3.232 -0.58 0.57 0.01 0.051
C 0.103 -2.714 -2.604 0.07 -0.25 -0.75 0.051
C -2.701 -4.091 0.078 -0.03 -0.02 -0.28 0.164
C -3.130 -4.399 1.369 0.12 -0.18 -0.06 0.030
C -4.017 -5.452 1.568 0.10 0.11 -0.04 0.019
C -4.452 -6.214 0.489 0.02 0.00 -0.03 0.021
C -3.998 -5.931 -0.792 -0.02 -0.01 0.00 0.005
C -3.113 -4.882 -1.001 -0.03 -0.08 0.15 0.035
C -2.910 -1.322 -1.380 0.21 0.16 -0.08 0.001
C -3.264 -1.731 -2.666 -0.02 0.08 0.01 0.003
C -4.113 -0.960 -3.450 0.01 0.00 -0.01 0.000
C -4.632 0.229 -2.955 0.06 -0.05 0.03 0.003
C -4.304 0.640 -1.669 0.01 -0.03 0.02 0.000
C -3.445 -0.129 -0.892 0.03 -0.01 0.03 0.001
H -1.463 0.424 1.554 -0.01 0.02 0.11 0.000
H -0.140 -0.197 2.540 -0.06 0.02 0.11 0.001
H -2.263 -1.754 2.091 -0.05 -0.14 -0.04 0.000
H -0.657 -2.482 1.991 -0.05 -0.04 0.09 0.000
H -0.039 -4.942 -0.020 -0.02 0.07 -0.04 0.002
H 1.980 -5.775 -1.145 -0.01 0.05 -0.05 -0.001
H 2.795 -4.674 -3.212 -0.03 0.02 0.00 0.006
H 1.609 -2.694 -4.117 0.05 -0.02 0.12 0.002
H -0.414 -1.855 -3.015 0.05 -0.04 0.09 0.001
H -2.799 -3.829 2.227 0.00 -0.02 -0.05 0.002
H -4.361 -5.674 2.571 -0.03 0.01 -0.05 0.002
H -5.136 -7.037 0.653 0.03 0.02 -0.01 0.001
H -4.324 -6.534 -1.632 0.00 0.02 0.04 0.001
H -2.752 -4.682 -2.003 -0.05 -0.01 0.03 0.000
H -2.875 -2.660 -3.069 -0.01 0.04 -0.03 0.001
H -4.366 -1.287 -4.452 -0.01 0.00 0.03 0.000
H -5.292 0.831 -3.568 0.00 -0.02 0.02 0.000
H -4.723 1.557 -1.270 0.01 -0.06 0.00 0.000
H -3.200 0.205 0.112 -0.02 0.00 -0.07 0.000
O 3.049 4.521 0.429 0.09 0.06 -0.20 0.000
C 3.065 3.490 1.057 0.15 -0.99 -0.02 0.000
O 3.319 2.271 0.567 -0.83 1.32 0.71 0.000
C 2.815 3.511 2.540 0.00 -0.12 0.01 0.000
C 2.991 4.698 3.237 -0.04 0.18 -0.05 0.000
C 2.702 4.730 4.584 0.05 0.02 0.01 0.000
C 2.246 3.623 5.269 -0.15 -0.01 0.30 0.000
C 2.054 2.465 4.544 0.02 0.03 -0.09 0.000
C 2.339 2.383 3.193 0.03 -0.10 0.05 0.000
N 1.493 1.281 5.232 0.04 0.03 -0.01 0.000
O 1.350 1.343 6.431 0.01 -0.02 -0.13 0.000
O 1.202 0.322 4.538 0.02 0.05 0.06 0.000
N 2.857 6.007 5.322 0.05 0.02 0.02 0.000
O 2.549 6.010 6.495 0.05 0.01 -0.15 0.000
O 3.274 6.960 4.696 -0.07 -0.15 0.11 0.000
H 3.330 5.593 2.733 0.00 -0.04 -0.02 0.000
H 2.026 3.664 6.325 -0.01 0.03 -0.01 0.000
H 2.175 1.461 2.659 0.01 0.01 -0.06 0.000
```
Forces are in eV/Å.

The calculation puts the highest occupied orbital energy (alpha / beta) at -11.15 / -11.14 eV. As for the expectation value of S²: 0.76. Its spin multiplicity is 2. As for the net charge: +1. For the LUMO energy (alpha / beta), the calculation gives -3.57 / -6.83 eV. As for the frontier orbital gap (alpha / beta): 0.2785 / 0.1582 hartree.

***

[2]
Formula: C18H27N3O4
Source: the Open Molecules 2025 dataset
Level of theory: wB97M-V/def2-TZVPD

```
52
Properties=species:S:1:pos:R:3:forces:R:3:nbo_charge:R:1
C 1.442 2.826 -0.856 0.21 0.04 0.19 -0.277
O 0.577 2.293 -1.833 -0.24 -0.20 -0.26 -0.514
C 0.704 0.982 -2.171 -0.08 -0.05 -0.15 0.379
C 1.598 0.086 -1.597 0.02 0.33 0.19 -0.351
C 1.662 -1.219 -2.057 -0.12 -0.09 -0.21 -0.135
C 0.844 -1.663 -3.085 0.16 -0.07 -0.14 -0.076
C 0.884 -3.093 -3.555 -0.08 0.00 0.26 -0.427
C 0.277 -4.029 -2.496 0.21 -0.14 -0.01 -0.221
N -0.915 -3.447 -1.930 -0.35 -0.07 -0.24 -0.583
C -0.964 -2.980 -0.680 0.11 -0.16 -0.06 0.588
O -0.165 -3.217 0.212 0.08 -0.01 0.05 -0.639
C -2.151 -2.041 -0.451 -0.13 0.13 0.10 0.582
O -2.873 -1.678 -1.362 -0.06 0.02 -0.09 -0.626
N -2.229 -1.663 0.829 0.24 -0.21 0.32 -0.588
C -3.024 -0.567 1.321 -0.25 0.20 0.06 -0.221
C -2.147 0.419 2.090 0.16 -0.01 -0.33 -0.431
C -1.046 1.015 1.195 -0.13 -0.08 0.10 -0.220
N 0.070 1.634 1.883 0.01 0.00 0.23 -0.452
C -0.290 2.750 2.740 0.36 0.09 0.04 -0.252
C 0.994 3.457 3.181 -0.37 0.13 -0.06 -0.070
O 1.860 2.574 3.856 0.00 0.00 0.16 -0.522
C 2.187 1.474 3.040 -0.06 -0.39 -0.09 -0.070
C 0.932 0.715 2.603 0.25 0.23 0.06 -0.256
C -0.068 -0.767 -3.633 0.14 0.06 0.08 -0.185
C -0.138 0.535 -3.190 0.04 0.19 0.15 -0.275
H 2.492 2.692 -1.138 -0.01 0.02 -0.02 0.170
H 1.216 3.892 -0.819 0.05 -0.04 0.04 0.193
H 1.252 2.379 0.126 0.06 0.07 -0.12 0.209
H 2.249 0.391 -0.792 0.07 0.08 0.07 0.219
H 2.366 -1.901 -1.601 0.08 -0.08 0.07 0.204
H 0.316 -3.181 -4.483 0.06 -0.01 -0.05 0.206
H 1.911 -3.406 -3.751 -0.03 -0.06 -0.10 0.222
H 0.969 -4.172 -1.663 -0.05 -0.06 -0.13 0.227
H 0.044 -5.003 -2.937 0.10 0.04 0.10 0.201
H -1.622 -3.077 -2.556 0.02 0.04 0.19 0.423
H -1.517 -2.056 1.435 -0.03 0.00 -0.19 0.422
H -3.817 -0.948 1.975 0.01 0.10 -0.15 0.199
H -3.485 -0.092 0.451 -0.04 -0.04 0.09 0.225
H -1.687 -0.111 2.928 -0.03 0.03 0.11 0.197
H -2.776 1.213 2.495 -0.02 -0.03 0.10 0.214
H -0.626 0.225 0.565 -0.05 0.06 -0.05 0.209
H -1.483 1.768 0.534 -0.03 -0.06 -0.08 0.202
H -0.915 3.443 2.174 -0.05 0.05 0.03 0.206
H -0.838 2.421 3.638 -0.04 0.05 -0.03 0.170
H 0.771 4.261 3.884 0.00 0.01 -0.10 0.194
H 1.501 3.872 2.297 -0.05 0.00 0.06 0.161
H 2.839 0.834 3.636 -0.01 0.01 -0.09 0.195
H 2.732 1.822 2.148 -0.02 -0.06 0.05 0.160
H 1.206 -0.110 1.942 0.02 -0.05 0.01 0.213
H 0.448 0.304 3.505 0.03 -0.05 -0.04 0.168
H -0.728 -1.090 -4.425 -0.07 -0.05 -0.09 0.208
H -0.839 1.233 -3.620 -0.09 0.10 -0.05 0.224
```
Forces are in eV/Å.

The calculation puts the highest occupied orbital energy at -8.26 eV. Its spin multiplicity is 1. For the LUMO energy, the calculation gives 0.79 eV. As for the frontier orbital gap: 0.3325 hartree. As for the SMILES: COc1ccc(CCNC(=O)C(=O)NCCCN2CCOCC2)cc1.

***

Number 1: calculated total energy -124517.5392 eV. Number 2: calculated total energy -31765.0271 eV.